# 1
80
Properties=species:S:1:pos:R:3:forces:R:3:mulliken_charge:R:1 method="wB97M-V/def2-TZVPD" orbital_gap_ev=8.909 e_tot_ev=-51156.1046 de_lowest_kcal_mol=5.2 e_lumo_ev=-1.894 spin_multiplicity=1 charge=+1
Li 0.506 -0.890 -1.002 0.201 0.009 0.112 1.1466
C -1.647 -2.309 -2.543 0.972 -1.367 0.346 -1.3323
N -0.215 -2.406 -2.070 -0.814 -0.079 -0.241 0.5605
C 0.086 -3.786 -1.607 -0.753 -0.978 0.611 -1.1199
C 0.603 -2.120 -3.246 0.147 -0.156 -1.283 -0.7653
C 2.076 -1.988 -2.934 1.334 -0.673 0.519 -1.0437
N 2.284 -0.902 -1.952 0.741 0.293 0.136 0.5050
C 2.498 0.401 -2.618 -1.036 -0.824 -0.860 -1.1897
C 3.437 -1.201 -1.099 0.092 1.257 -0.086 -1.2970
H -1.831 -3.204 -3.143 -0.400 -0.192 0.212 0.4388
H -1.881 -1.506 -3.214 0.497 0.878 -0.083 0.4143
H -2.292 -2.246 -1.687 -0.416 -0.222 0.332 0.2632
H 0.282 -4.454 -2.459 -0.208 0.129 -0.040 0.3863
H -0.709 -4.285 -0.981 0.388 1.015 -0.825 0.3750
H 0.956 -3.876 -0.959 0.262 0.565 -0.019 0.1154
H 0.259 -1.150 -3.654 0.097 -0.399 0.025 0.2613
H 0.422 -2.907 -4.038 0.240 0.716 0.569 0.4987
H 2.721 -1.848 -3.827 -0.616 0.178 0.103 0.4202
H 2.535 -2.902 -2.474 -0.854 0.473 -0.344 0.4687
H 3.304 0.364 -3.378 -0.033 0.115 0.630 0.3364
H 2.604 1.180 -1.879 0.339 0.230 0.127 0.3140
H 1.570 0.596 -3.170 0.202 0.316 -0.040 0.3414
H 4.383 -1.181 -1.618 0.394 -0.082 -0.554 0.4014
H 3.328 -2.132 -0.637 -0.272 -1.626 0.600 0.4202
H 3.544 -0.489 -0.286 -0.271 0.396 0.039 0.2702
C -2.792 1.185 0.134 -0.056 -0.386 -1.008 -1.2644
C -2.559 0.613 1.508 -1.182 1.108 0.794 -0.5976
C -1.873 -0.717 1.640 0.162 -0.545 -0.544 -1.2830
Sb 0.260 -0.705 1.848 0.155 0.022 -0.382 0.4563
C 0.631 -2.783 2.034 0.035 -0.723 -0.477 0.6395
C -0.358 -3.775 1.993 1.646 0.562 -0.250 -0.3758
C -0.018 -5.114 1.896 -0.091 0.527 -0.057 -0.7467
C 1.308 -5.480 1.856 0.327 -0.756 -0.032 -0.3456
C 2.308 -4.523 1.919 -0.743 0.070 -0.431 -0.7879
C 1.961 -3.184 1.928 0.239 0.277 0.763 -0.7420
C 0.284 -0.086 3.839 -0.718 0.379 0.892 0.6063
C -0.897 -0.036 4.589 -0.723 -0.171 1.366 0.0392
C -0.908 0.512 5.885 0.876 -0.446 -0.995 -0.8870
C 0.264 1.006 6.435 -0.217 0.616 0.225 -0.3956
C 1.449 0.976 5.714 -0.075 0.105 -0.305 -0.7327
C 1.435 0.433 4.423 0.777 0.161 0.253 -0.4554
Sb -0.964 1.378 -1.039 -0.339 -0.013 0.082 0.3164
C -0.248 3.034 0.041 -0.274 -0.366 0.447 0.3754
C 0.860 2.892 0.873 0.618 -0.389 -0.251 0.0864
C 1.245 3.930 1.711 -0.080 0.472 0.408 -0.7856
C 0.471 5.108 1.675 0.294 -0.390 0.177 -0.4178
C -0.631 5.279 0.832 0.985 -1.682 0.356 -0.8962
C -1.033 4.176 0.068 0.623 1.147 -0.103 -0.4773
C -1.516 2.474 -2.766 -1.454 -0.053 -0.677 0.1831
C -2.787 2.376 -3.378 0.601 0.715 -1.153 -0.4235
C -3.051 3.092 -4.586 0.621 -0.738 1.217 -0.5982
C -2.088 3.941 -5.092 0.224 -0.046 -0.209 -0.4352
C -0.851 4.069 -4.476 -0.213 -0.643 -0.013 -0.6617
C -0.560 3.292 -3.361 -0.592 0.587 -0.080 -0.3683
H -3.310 2.140 0.190 0.180 0.190 0.001 0.5862
H -3.445 0.522 -0.414 -0.271 -0.284 -0.412 0.6100
H -3.552 0.565 2.039 0.714 -0.086 -0.592 0.3522
H -2.070 1.422 2.026 0.642 0.099 0.745 0.2987
H -2.123 -1.363 0.784 -0.002 0.037 0.185 0.2637
H -2.235 -1.194 2.533 -0.160 -0.475 0.237 0.7940
H -1.322 -3.403 1.870 -1.888 -0.020 0.228 0.4824
H -0.768 -5.863 1.790 -0.517 -0.385 0.022 0.4763
H 1.542 -6.539 1.717 0.109 0.360 0.222 0.3669
H 3.327 -4.809 1.862 0.826 -0.236 0.012 0.4370
H 2.759 -2.446 1.940 -0.025 0.031 -0.073 0.4020
H -1.886 -0.479 4.371 0.876 0.268 -0.736 0.2360
H -1.825 0.506 6.435 -0.324 0.095 0.273 0.4395
H 0.210 1.505 7.400 0.201 -0.234 -0.036 0.3752
H 2.355 1.445 6.125 -0.414 -0.453 -0.260 0.3765
H 2.385 0.408 3.885 -0.248 0.071 -0.049 0.3482
H 1.434 1.949 0.811 -0.232 0.669 0.223 0.2654
H 2.123 3.839 2.404 -1.015 0.119 -0.797 0.3733
H 0.713 5.900 2.360 0.241 0.325 0.058 0.3756
H -1.109 6.225 0.809 -0.619 0.525 -0.048 0.4793
H -1.871 4.286 -0.598 -0.300 -0.098 -0.133 0.3971
H -3.564 1.737 -2.992 -0.084 -0.156 0.208 0.4192
H -3.946 2.937 -5.168 -0.337 -0.014 0.281 0.4107
H -2.261 4.462 -6.023 -0.137 0.128 -0.030 0.3792
H -0.107 4.697 -4.936 0.201 0.169 0.134 0.4104
H 0.379 3.428 -2.888 0.920 -0.021 0.339 0.4301



# 2
83
Properties=species:S:1:pos:R:3:forces:R:3:mulliken_charge:R:1 method="wB97M-V/def2-TZVPD" orbital_gap_ev="3.770 / 3.765" e_tot_ev=-56253.4918 de_lowest_kcal_mol=0.0 e_lumo_ev="-3.619 / -3.624" spin_multiplicity=1 charge=+1
Y -3.222 0.360 -0.413 3.514 3.438 1.667 0.9233
C 0.347 2.947 1.829 0.531 -1.195 -0.124 0.4305
C -0.339 2.291 2.884 0.746 -0.961 -0.439 0.4229
C 1.765 1.378 2.731 -1.281 0.635 -0.373 0.9450
C 1.636 2.354 1.709 -0.931 -0.226 0.874 0.4933
C 0.537 1.322 3.445 0.269 0.672 -1.010 0.2907
C -0.146 4.110 1.061 -0.020 0.561 -0.147 -1.5258
H -1.242 4.156 1.067 0.067 0.109 -0.120 0.3318
H 0.202 4.078 0.020 -0.120 0.149 0.022 0.3745
H 0.215 5.060 1.491 -0.161 -0.126 -0.214 0.3079
C 2.659 2.643 0.684 0.401 0.171 -0.147 -1.4839
H 2.382 3.518 0.085 0.177 -0.096 -0.003 0.3565
H 2.784 1.787 0.000 0.142 0.139 -0.080 -0.1218
H 3.637 2.838 1.147 -0.054 0.040 -0.248 0.4543
C 2.967 0.559 2.989 0.358 -0.102 0.169 -1.3079
H 3.877 1.162 2.865 -0.046 -0.243 0.042 0.3615
H 3.048 -0.291 2.295 0.175 -0.122 0.118 0.0485
H 2.959 0.163 4.013 0.116 -0.024 -0.212 0.3891
C 0.257 0.442 4.599 -0.049 -0.161 0.486 -1.5554
H 0.791 0.775 5.503 -0.173 -0.211 -0.076 0.3155
H 0.571 -0.591 4.397 -0.053 -0.033 0.208 0.2896
H -0.814 0.436 4.832 0.140 -0.098 0.091 0.3826
C -1.718 2.571 3.339 -0.432 0.298 0.489 -1.6635
H -1.723 3.258 4.200 -0.268 -0.097 -0.120 0.2692
H -2.230 1.651 3.653 -0.042 0.181 0.030 0.3474
H -2.313 3.040 2.546 -0.057 0.012 0.130 0.3246
C -3.819 -0.394 -2.499 -0.274 -0.760 -1.602 -0.0853
C -4.500 0.780 -2.193 -0.563 1.132 -1.153 -0.7907
C -5.659 0.899 -1.215 -0.569 0.016 -0.535 -0.6720
C -5.997 -0.360 -0.368 -0.552 -0.072 0.462 -0.7451
C -4.833 -0.880 0.473 -1.402 -0.588 1.202 -0.7994
C -3.844 -1.772 0.044 -0.181 -2.063 0.087 -0.6596
C -4.007 -2.625 -1.211 -0.116 -0.185 -0.114 -0.5863
C -4.409 -1.798 -2.464 0.037 -0.486 -0.322 -1.2871
H -6.559 1.191 -1.784 0.223 -0.007 0.347 0.4248
H -6.462 -1.138 -0.990 0.343 0.256 0.186 0.2881
H -5.481 1.768 -0.532 -0.041 -0.263 -0.125 0.3493
H -5.504 -1.782 -2.579 0.485 0.124 0.063 0.2773
H -2.937 -0.316 -3.147 -0.484 0.228 -0.004 0.8879
H -4.185 1.740 -2.640 -0.152 -0.491 0.108 0.4617
H -4.042 -2.324 -3.363 -0.158 0.142 0.356 0.5099
H -3.070 -3.173 -1.417 -0.221 0.296 0.123 0.2109
H -3.093 -2.139 0.758 -0.575 0.026 0.071 0.8076
H -4.768 -3.414 -1.058 0.274 0.282 0.063 0.4123
H -6.788 -0.055 0.337 0.302 -0.067 -0.259 0.4555
H -4.830 -0.513 1.515 0.045 -0.340 -0.312 0.5955
P 0.590 0.562 -1.644 -0.385 0.258 0.885 1.2416
P 1.008 -2.251 0.223 -0.474 -0.743 0.129 1.6921
C -0.494 -0.942 -1.868 -0.380 -0.226 0.023 0.2969
C 0.079 -2.275 -1.370 0.117 0.274 -0.090 -1.5026
H -0.670 -1.015 -2.956 -0.407 -0.181 0.430 0.7298
H -1.509 -0.809 -1.366 1.281 -0.261 -0.683 -1.3832
H -0.734 -3.012 -1.253 0.388 0.114 0.024 0.5354
H 0.785 -2.656 -2.121 -0.095 -0.098 0.231 0.4455
C 1.243 -4.029 0.586 0.306 -0.067 -0.086 -1.5331
H 0.870 -4.262 1.590 0.110 0.083 -0.252 0.4408
H 2.315 -4.260 0.540 -0.306 -0.095 0.046 0.3735
H 0.709 -4.640 -0.152 0.146 0.127 0.175 0.4283
C -0.008 -1.631 1.599 0.256 0.339 0.076 -0.6546
H 0.310 -2.139 2.525 -0.021 0.253 -0.383 0.5995
H -1.080 -1.835 1.448 0.462 -0.166 -0.213 0.0233
H 0.137 -0.554 1.737 0.098 0.315 0.174 -0.4217
C 1.465 0.692 -3.244 0.036 -0.157 -0.128 -1.2271
H 1.556 1.763 -3.475 0.049 -0.342 -0.045 0.4351
H 0.934 0.169 -4.051 0.150 0.240 0.004 0.3952
H 2.464 0.257 -3.111 -0.482 0.250 -0.277 0.0850
C -0.786 1.781 -1.878 -0.426 0.207 -0.190 -1.3197
H -1.715 1.330 -2.318 0.689 0.365 0.111 0.5906
H -0.452 2.551 -2.590 -0.262 -0.099 0.313 0.6060
H -0.993 2.291 -0.917 0.068 -0.132 -0.275 -0.1107
O 3.117 -0.905 -1.347 -1.455 -0.652 1.873 -0.3754
B 2.810 -1.575 -0.125 2.635 0.903 -0.952 0.7076
O 4.032 -1.858 0.550 -2.204 -0.058 -0.411 -0.5415
C 5.020 -1.299 -0.223 0.518 0.337 -0.946 0.4339
C 6.393 -1.417 -0.110 0.031 -0.035 0.261 -1.0397
C 7.178 -0.838 -1.117 0.082 -0.101 0.228 -0.5407
C 6.606 -0.146 -2.186 -0.344 0.249 -0.103 -0.6560
C 5.215 -0.034 -2.303 0.023 -0.122 0.156 -1.0492
C 4.464 -0.662 -1.327 0.705 -0.500 0.067 1.0815
H 6.818 -1.962 0.729 0.061 0.156 -0.202 0.4937
H 8.266 -0.929 -1.064 -0.446 0.032 0.035 0.3832
H 7.238 0.315 -2.949 -0.180 -0.178 0.342 0.4024
H 4.716 0.511 -3.100 0.289 -0.182 0.000 0.4791